{
  "formula": "C42H38N2O2P2PdS",
  "method": "the ωB97M-V functional and the def2-TZVPD basis",
  "lumo_energy_ev": [0.40, -0.61],
  "multiplicity": 3,
  "de_lowest_kj_mol": 140.4,
  "gap_ev": [7.09, 6.42],
  "homo_energy_ev": [-6.7, -7.0],
  "energy_ha": -3091.9724,
  "symbols": ["Pd", "S", "P", "P", "O", "O", "N", "N", "C", "C", "C", "C", "C", "C", "C", "C", "C", "C", "C", "C", "C", "C", "C", "C", "C", "C", "C", "C", "C", "C", "C", "C", "C", "C", "C", "C", "C", "C", "C", "C", "C", "C", "C", "C", "C", "C", "C", "C", "C", "C", "H", "H", "H", "H", "H", "H", "H", "H", "H", "H", "H", "H", "H", "H", "H", "H", "H", "H", "H", "H", "H", "H", "H", "H", "H", "H", "H", "H", "H", "H", "H", "H", "H", "H", "H", "H", "H", "H"],
  "xyz": [[-0.26231, -0.86147, -0.21929], [2.90079, 0.06850, -1.05741], [0.21834, 1.63329, 0.13582], [-2.52195, 0.26342, -0.33965], [3.96815, -0.31353, -2.00244], [1.33111, 2.85198, 0.29444], [0.04393, -3.02423, -1.20864], [1.84874, -1.16135, -0.85170], [-1.53355, -0.35834, -2.88182], [-6.82542, 0.57507, 1.28311], [-0.88200, 0.87315, 4.00266], [2.25667, 3.42036, -0.55071], [3.09393, 4.07447, -2.70730], [-1.48758, -1.05218, -4.07921], [2.12661, 3.45425, -1.93461], [-2.61041, -0.53047, -1.99967], [1.56814, -4.81196, -0.56708], [5.04025, 0.49406, 2.97027], [-5.34500, 0.58224, -0.61592], [0.52921, -5.74080, -0.78516], [1.26728, -3.44587, -0.80146], [4.30622, 4.65440, -0.72373], [-3.56776, -2.11994, -3.54528], [-1.37539, -2.23831, 1.16082], [3.07453, -0.11974, 1.73558], [-0.68454, -5.30032, -1.23011], [5.73057, 0.69864, 1.78291], [-2.50522, -1.93474, -4.41383], [-0.88039, -3.92788, -1.44242], [-1.24104, 2.11835, 4.49826], [4.18876, 4.67629, -2.10508], [3.75959, 0.11502, 0.55390], [-5.75859, 0.27169, 2.11459], [3.71710, 0.07340, 2.94918], [2.85260, -5.16511, -0.10665], [3.80012, -4.19027, 0.05576], [-0.39537, 1.86056, 1.85068], [-4.48677, 0.12150, 1.58184], [-1.15453, 3.23566, 3.67954], [2.26152, -2.43711, -0.60129], [-4.26819, 0.28010, 0.21503], [5.08600, 0.51589, 0.56875], [-0.46336, 0.74852, 2.68695], [-0.72533, 3.11050, 2.36828], [-3.61734, -1.43115, -2.34008], [-6.61584, 0.72132, -0.08209], [3.34678, 4.02882, 0.05574], [-1.02642, 2.62186, -0.83279], [-2.43888, 2.06967, -0.75925], [3.52726, -2.84056, -0.19625], [-5.19227, 0.71123, -1.68072], [4.95239, 5.14606, -2.71022], [-0.19814, -0.22403, 2.29098], [3.18835, -0.09395, 3.87931], [-2.10811, -2.77516, 0.56017], [6.76619, 1.01361, 1.80929], [4.79268, -4.46381, 0.39217], [-7.44857, 0.95941, -0.73163], [-0.64305, 3.99234, 1.74422], [-0.98531, 3.64390, -0.45093], [-3.64736, -0.11310, 2.22707], [-7.81970, 0.68900, 1.69452], [-4.43770, -1.60791, -1.65646], [4.30920, -2.10479, -0.08791], [2.99043, 4.08030, -3.78383], [-0.67744, 2.66226, -1.86653], [-1.88309, -1.70622, 1.96470], [3.42465, 3.99313, 1.13466], [-2.99833, 2.25834, -1.67703], [-1.83072, -3.56166, -1.81221], [-5.91453, 0.16211, 3.17995], [3.06968, -6.19957, 0.12788], [1.28923, 2.96227, -2.40930], [-0.62890, -2.92607, 1.56189], [-0.92655, 0.00126, 4.64315], [5.59132, 0.67317, -0.37603], [-0.64844, -0.90975, -4.74733], [-2.46439, -2.48170, -5.34660], [-1.50144, -5.98608, -1.41096], [-2.96319, 2.55253, 0.06733], [5.16090, 5.11852, -0.24859], [-4.35992, -2.81352, -3.79792], [0.71249, -6.79340, -0.60513], [-0.73510, 0.33504, -2.64385], [5.53961, 0.65215, 3.91798], [-1.42297, 4.20855, 4.07158], [2.05596, -0.48159, 1.69164], [-1.57885, 2.21945, 5.52159]]
}

{
  "formula": "C4H3N3O2",
  "method": "the ωB97M-V functional and the def2-TZVPD basis",
  "lumo_energy_ev": -0.53,
  "multiplicity": 1,
  "de_lowest_kj_mol": 375.5,
  "gap_ev": 9.47,
  "smiles": "O=c1nc2c(no1)CN2",
  "homo_energy_ev": -10.0,
  "energy_ha": -468.8072,
  "symbols": ["O", "O", "N", "N", "N", "C", "C", "C", "C", "H", "H", "H"],
  "xyz": [[-2.78575, -0.46677, 0.32873], [-1.27210, 1.07420, -0.29307], [-0.08374, 1.58999, -0.19770], [2.02423, -1.03433, -0.20545], [-0.53072, -1.27140, -0.24338], [0.87723, 0.74472, 0.27517], [-1.56080, -0.42502, 0.08216], [0.65077, -0.69589, -0.03041], [2.35331, 0.44451, 0.23006], [2.83666, 0.69389, 1.19445], [2.62640, -1.76059, 0.02246], [3.20827, 0.80756, -0.31830]]
}

{
  "formula": "C33H51F5O8Zr",
  "method": "the ωB97M-V functional and the def2-TZVPD basis",
  "charge": 3,
  "lumo_energy_ev": [-10.17, -12.36],
  "multiplicity": 2,
  "gap_ev": [4.71, 2.52],
  "homo_energy_ev": [-14.9, -14.9],
  "energy_ha": -2435.1679,
  "symbols": ["Zr", "F", "F", "F", "F", "F", "O", "O", "O", "O", "O", "O", "O", "O", "C", "C", "C", "C", "C", "C", "C", "C", "C", "C", "C", "C", "C", "C", "C", "C", "C", "C", "C", "C", "C", "C", "C", "C", "C", "C", "C", "C", "C", "C", "C", "C", "C", "H", "H", "H", "H", "H", "H", "H", "H", "H", "H", "H", "H", "H", "H", "H", "H", "H", "H", "H", "H", "H", "H", "H", "H", "H", "H", "H", "H", "H", "H", "H", "H", "H", "H", "H", "H", "H", "H", "H", "H", "H", "H", "H", "H", "H", "H", "H", "H", "H", "H", "H"],
  "xyz": [[1.32805, 1.43989, -3.37518], [-1.21669, -1.04847, -6.81211], [-1.17407, -4.38897, 0.48123], [-2.63832, 0.40459, -6.58262], [-2.64922, 1.29670, 3.15965], [-2.97280, -1.56474, -5.96620], [2.00961, 4.77463, 3.12993], [-0.47986, 0.68582, -4.42615], [2.83803, -0.14162, 6.70215], [-1.43312, -1.32596, -3.79265], [1.61343, -0.94007, -3.42120], [-0.39511, 2.98394, -2.57947], [2.10772, 3.21788, -1.91994], [0.77819, 0.76470, -1.31139], [1.12368, 4.31075, 5.21263], [0.52965, 2.85700, 3.04602], [3.17086, -2.13455, -2.10748], [-0.16084, -5.14785, 0.04730], [1.56107, 0.10125, 4.68804], [-5.28597, -1.02470, 4.15015], [-2.39836, -1.71574, -2.81592], [3.48691, 5.04107, -1.73279], [-1.41727, 4.86476, -1.44416], [1.16029, -5.00485, 0.42434], [-1.65820, -0.12394, -4.53504], [-2.30947, 4.01014, -3.71282], [-3.34112, 0.13006, 3.30150], [-3.78941, -2.09150, 2.60394], [1.28305, 4.04906, 3.76629], [0.34865, -6.78031, -1.66502], [-2.99888, -0.97043, 2.54834], [-4.93785, -2.11090, 3.34089], [-0.59503, -5.96121, -1.00342], [1.13172, -3.36423, -3.29546], [2.75593, 0.43247, 5.59251], [-2.17199, -0.59470, -6.00087], [2.12826, -5.76253, -0.18470], [-2.49922, -3.27583, -2.69005], [2.54158, 4.03446, -1.10984], [3.84205, 1.41476, 5.06186], [-1.36991, 3.84136, -2.53016], [0.21202, 0.40935, -0.05824], [0.79549, -0.79541, 0.67261], [-4.51043, 0.13995, 4.07792], [2.23210, 4.01978, 0.33660], [1.97422, -2.04511, -3.00032], [1.74574, -6.57988, -1.25513], [3.56094, 2.29644, 4.48591], [-3.29315, -3.65905, -2.04902], [3.15141, -2.98216, -1.42243], [2.46335, 3.00667, 0.66560], [1.60937, -4.05666, -3.98863], [1.21516, 2.07047, 2.73051], [-2.48258, 0.49033, -4.17287], [-4.85400, 1.05225, 4.54274], [1.79800, -0.61942, 1.06261], [1.84681, -0.09071, 3.65383], [4.65363, 1.68362, 5.73800], [0.94767, -3.88344, -2.35491], [-1.75082, 5.83785, -1.80464], [-1.65002, -6.11665, -1.17441], [0.25024, 1.31695, 0.54418], [4.34490, 4.55407, -2.19626], [2.77293, 4.71141, 0.98255], [0.09404, 4.51537, 5.50602], [-6.17272, -1.18888, 4.74438], [-2.49837, -3.74228, -3.67520], [-3.61728, -2.99132, 2.03202], [-2.11879, -0.97508, 1.92239], [-1.53893, -3.52886, -2.24069], [-0.31819, 2.58285, 3.67380], [1.86442, 4.99732, 5.62254], [0.83966, 0.90607, 4.82921], [2.88237, 5.55702, -2.47874], [3.13990, -5.73846, 0.19267], [0.06717, -7.52028, -2.39960], [0.17330, -2.99499, -3.66040], [-2.30538, -1.22215, -1.84854], [3.93178, 5.70700, -0.99338], [2.52904, -7.19833, -1.66789], [-3.33903, 4.23919, -3.43779], [0.63737, -1.74800, 0.16697], [-0.35690, 4.92854, -1.19990], [4.26728, 0.60747, 4.46557], [1.18049, 4.23928, 0.52109], [-1.89722, 4.74500, -4.40430], [-1.99261, 4.43404, -0.62468], [0.22951, -1.11772, 1.54662], [3.50765, -1.21408, -1.63061], [1.43790, -4.34649, 1.23421], [-5.53864, -3.00697, 3.39091], [-2.33325, 3.14822, -4.37962], [1.02318, -0.81106, 4.94584], [-3.36535, -1.45562, -3.24647], [-0.83722, 0.13745, -0.17344], [1.38325, 3.31475, 5.57139], [0.10128, 3.21107, 2.10835], [4.06123, -2.41251, -2.67146]]
}

{
  "formula": "C4H8N2O",
  "method": "the ωB97M-V functional and the def2-TZVPD basis",
  "lumo_energy_ev": 0.97,
  "multiplicity": 1,
  "de_lowest_kj_mol": 115.5,
  "gap_ev": 10.63,
  "smiles": "[H]/N=C1\\OCC[C@@H]1N",
  "homo_energy_ev": -9.7,
  "energy_ha": -341.9597,
  "symbols": ["O", "N", "N", "C", "C", "C", "C", "H", "H", "H", "H", "H", "H", "H", "H"],
  "xyz": [[-0.24456, -1.58277, -0.48838], [1.93936, -0.92275, -0.95969], [0.74698, 1.68310, -0.39147], [0.81115, -0.73519, -0.42105], [-1.01234, 0.31515, 0.74609], [-1.44169, -0.94399, -0.02308], [0.47564, 0.49308, 0.40735], [-1.17098, 0.19289, 1.82017], [0.83707, 2.49579, 0.21198], [1.94279, -1.79694, -1.48838], [1.64637, 1.55160, -0.84958], [-1.98194, -1.67222, 0.58896], [1.08199, 0.43116, 1.32514], [-2.05397, -0.70000, -0.89681], [-1.57587, 1.19109, 0.41874]]
}

{
  "formula": "C2H24N3O8",
  "method": "the ωB97M-V functional and the def2-TZVPD basis",
  "charge": 2,
  "lumo_energy_ev": [-7.13, -12.95],
  "multiplicity": 2,
  "gap_ev": [10.01, 4.17],
  "homo_energy_ev": [-17.1, -17.1],
  "energy_ha": -856.1468,
  "symbols": ["O", "O", "O", "O", "O", "O", "O", "O", "N", "N", "N", "C", "C", "H", "H", "H", "H", "H", "H", "H", "H", "H", "H", "H", "H", "H", "H", "H", "H", "H", "H", "H", "H", "H", "H", "H", "H"],
  "xyz": [[1.00601, -1.58338, 2.64612], [0.52312, 2.23565, 2.10353], [0.85119, 2.60972, -1.07642], [-1.20237, -1.36744, -2.99674], [2.60734, 0.51164, 1.90467], [0.55263, 0.64793, -2.93725], [-1.04600, 0.17813, 2.94487], [2.08310, 0.24224, -0.66772], [-0.87187, -0.17731, -0.46057], [-1.89158, -2.33473, -0.55300], [0.44879, -2.08049, -0.46577], [-2.08456, 0.52003, -0.90683], [-0.79098, -1.55045, -0.56528], [-2.43005, 0.22020, -1.90109], [2.17850, -0.26152, 2.22876], [-1.22288, -1.77561, -3.88246], [1.36129, -2.03812, 3.41651], [0.29115, -1.00305, 2.97738], [-1.78030, 0.13109, 3.51491], [-1.34834, -0.13001, 2.08699], [0.64860, -3.04518, -0.26609], [2.41225, 0.26169, 0.26230], [1.95049, 1.23604, 2.07014], [-0.58681, -0.60384, -3.04121], [1.45480, 0.36454, -2.99255], [0.68823, 2.62002, -0.12362], [0.62631, 1.43730, -2.33075], [0.01614, 0.29831, -0.66668], [1.28190, -1.44838, -0.38930], [-1.80255, -3.34288, -0.60570], [-2.70201, -1.94970, -1.04014], [2.18743, 1.18732, -1.00418], [-0.12180, 1.60171, 2.44603], [-1.87345, 1.57048, -0.93628], [0.82358, 3.53881, -1.43619], [-2.86709, 0.38388, -0.16578], [0.62980, 2.89537, 2.80938]]
}